Record 1
Below is a structure of composition C24H29As2O12PS4Tc, with properties calculated with ωB97M-V/def2-TZVPD.

Positions of all 73 atoms, in Å:
Tc  -0.03  0.20  0.47
O  -3.17  2.57  0.55
As  -3.02  1.36  1.78
O  -4.51  0.68  1.90
O  -1.80  0.21  1.50
C  -2.53  1.89  3.61
C  -3.52  1.76  4.57
C  -3.21  1.88  5.92
C  -1.90  2.12  6.32
C  -0.90  2.25  5.37
C  -1.21  2.12  4.02
S  0.01  2.59  2.79
O  1.08  3.29  3.48
O  -0.79  3.42  1.92
O  0.54  1.32  2.20
H  -2.31  2.94  0.29
H  -4.53  1.55  4.23
H  -3.99  1.78  6.67
H  -1.66  2.22  7.37
H  0.12  2.47  5.64
O  1.88  3.46  0.48
As  0.63  3.39  -0.81
O  -0.01  4.88  -0.91
O  -0.29  2.00  -0.39
C  2.06  3.00  -2.14
C  3.34  3.42  -1.80
C  4.44  3.08  -2.58
C  4.27  2.30  -3.71
C  3.00  1.90  -4.09
C  1.90  2.26  -3.32
S  0.30  1.69  -3.85
O  0.37  1.61  -5.30
O  -0.61  2.71  -3.34
O  0.22  0.38  -3.22
H  1.53  3.76  1.34
H  3.48  4.00  -0.90
H  5.43  3.41  -2.29
H  5.14  2.00  -4.30
H  2.83  1.31  -4.98
S  2.02  -0.10  -0.63
C  2.78  -1.44  0.15
C  4.01  -1.92  -0.36
C  4.63  -3.01  0.20
C  4.05  -3.65  1.31
C  2.86  -3.18  1.84
C  2.20  -2.08  1.26
S  0.68  -1.57  1.90
H  4.44  -1.41  -1.21
H  5.56  -3.38  -0.21
H  4.53  -4.51  1.76
H  2.40  -3.67  2.69
C  -2.76  -1.16  -3.34
C  -1.57  -1.92  -2.76
P  -1.14  -1.63  -0.99
C  -2.78  -1.88  -0.18
C  -3.53  -3.17  -0.48
C  -0.27  -3.24  -0.64
C  -0.50  -4.47  -1.52
H  -3.04  -1.61  -4.30
H  -2.50  -0.12  -3.53
H  -3.63  -1.19  -2.68
H  -0.67  -1.73  -3.34
H  -1.80  -2.99  -2.81
H  -3.38  -1.00  -0.44
H  -2.60  -1.79  0.89
H  -3.70  -3.32  -1.55
H  -4.50  -3.14  0.01
H  -2.99  -4.04  -0.10
H  -0.51  -3.47  0.40
H  0.80  -3.01  -0.66
H  -1.55  -4.73  -1.61
H  0.02  -5.32  -1.07
H  -0.08  -4.33  -2.52

Energy above the lowest of the compared OMol25 structures with the same formula, charge and spin in kJ/mol: 159.1
HOMO-LUMO gap (spin up / spin down) in eV: 5.67 / 6.83
2S+1: 2
LUMO energy (spin up / spin down) in hartree: 0.09368 / 0.14762
Electronic energy in eV: -226438.4940
Total charge: -2
HOMO (spin up / spin down) in eV: -3.12 / -2.82

These are the Löwdin partial charges, in e, on atoms 1 to 4: 0.947, -0.229, 0.899, -0.490

=====

Record 2
Below is the ion C8H15N2O with charge +1, with properties calculated with ωB97M-V/def2-TZVPD.

Positions of all 26 atoms, in Å:
C  0.86  -2.64  0.31
N  1.39  -1.30  -0.10
C  0.38  -0.14  -0.20
C  1.25  1.17  -0.45
C  0.68  2.56  -0.25
O  2.43  1.04  0.40
C  -0.68  -0.25  -1.29
C  -1.99  -0.06  -1.03
C  -2.55  0.06  0.41
C  -1.46  0.14  1.44
N  -0.24  -0.09  1.34
H  -0.11  -2.77  -0.34
H  1.52  -3.44  0.00
H  0.61  -2.70  1.41
H  1.91  -1.40  -1.01
H  2.13  -1.06  0.70
H  1.38  1.04  -1.49
H  0.30  2.74  0.78
H  -0.18  2.76  -0.84
H  1.52  3.34  -0.43
H  2.19  1.49  1.26
H  -0.40  -0.37  -2.35
H  -2.73  -0.18  -1.88
H  -3.18  0.84  0.57
H  -3.05  -0.83  0.59
H  -2.00  0.04  2.45

Energy above the lowest of the compared OMol25 structures with the same formula, charge and spin in kJ/mol: 301.7
HOMO-LUMO gap in eV: 10.58
2S+1: 1
LUMO energy in hartree: -0.10817
Electronic energy in eV: -13558.1632
Total charge: +1
HOMO in eV: -13.52

These are the Löwdin partial charges, in e, on atoms 1 to 4: -0.015, 0.023, -0.286, -0.348

=====

Record 3
Below is a structure of composition C5H9NO2, with properties calculated with ωB97M-V/def2-TZVPD.

Positions of all 17 atoms, in Å:
C  0.55  1.51  -1.47
C  0.53  0.13  2.33
N  -0.27  0.33  -1.33
C  -0.22  -0.93  0.19
C  -0.41  0.09  1.14
C  -0.33  -2.23  0.00
O  -0.80  0.03  -2.56
O  -1.14  1.07  0.86
H  -1.68  -0.33  -2.38
H  -0.08  2.39  -1.69
H  1.27  1.37  -2.28
H  1.08  1.67  -0.54
H  1.35  -0.58  2.24
H  0.95  1.13  2.43
H  -0.04  -0.11  3.23
H  -0.04  -2.68  -0.94
H  -0.72  -2.88  0.77

Energy above the lowest of the compared OMol25 structures with the same formula, charge and spin in kJ/mol: 628.7
HOMO-LUMO gap (spin up / spin down) in eV: 7.94 / 7.00
2S+1: 1
LUMO energy (spin up / spin down) in hartree: -0.01298 / -0.00765
Electronic energy in eV: -10910.0593
HOMO (spin up / spin down) in eV: -8.30 / -7.20

These are the Löwdin partial charges, in e, on atoms 1 to 4: -0.092, -0.015, -0.151, -0.064

=====

Record 4
Below is a cluster of 7 separate species, C44H101N4O19S6 in total, with properties calculated with ωB97M-V/def2-TZVPD.

Positions of all 174 atoms, in Å:
C  8.02  -2.84  -1.28
C  8.02  -2.57  -2.78
C  7.06  -1.47  -3.25
C  7.16  -0.13  -2.48
C  5.82  0.44  -2.00
C  5.26  1.59  -2.85
C  4.32  2.53  -2.08
C  3.09  3.01  -2.87
C  1.79  2.97  -2.08
C  0.75  3.97  -2.59
C  -0.61  3.82  -1.90
C  -0.69  4.52  -0.52
C  -1.08  3.59  0.65
C  -2.50  3.76  1.23
C  -3.52  4.37  0.26
C  -4.95  3.85  0.41
N  -5.07  2.40  0.59
C  -4.50  1.48  -0.18
N  -4.58  0.15  0.03
C  -3.86  -0.39  -0.93
N  -3.32  0.50  -1.75
C  -2.45  0.40  -2.93
C  -3.09  -0.33  -4.10
C  -3.15  -1.86  -3.95
C  -4.47  -2.50  -4.38
C  -5.73  -1.83  -3.84
C  -6.92  -2.80  -3.71
C  -7.23  -3.21  -2.25
O  -7.20  -4.60  -2.02
C  -8.33  -5.27  -2.53
N  -3.73  1.72  -1.25
H  8.48  -3.80  -1.07
H  8.57  -2.07  -0.74
H  7.01  -2.87  -0.86
H  7.71  -3.49  -3.28
H  9.03  -2.37  -3.13
H  7.28  -1.27  -4.31
H  6.04  -1.85  -3.22
H  7.62  0.60  -3.14
H  7.84  -0.24  -1.64
H  5.90  0.78  -0.96
H  5.07  -0.36  -1.99
H  6.11  2.16  -3.25
H  4.74  1.18  -3.72
H  3.98  2.02  -1.17
H  4.89  3.41  -1.76
H  3.25  4.03  -3.23
H  2.99  2.39  -3.77
H  2.01  3.18  -1.02
H  1.37  1.96  -2.12
H  0.64  3.85  -3.67
H  1.13  4.98  -2.43
H  -1.39  4.20  -2.56
H  -0.80  2.75  -1.76
H  0.29  4.95  -0.30
H  -1.37  5.36  -0.59
H  -0.97  2.55  0.32
H  -0.35  3.71  1.45
H  -2.85  2.77  1.55
H  -2.47  4.36  2.14
H  -3.57  5.45  0.40
H  -3.19  4.26  -0.78
H  -5.41  4.28  1.30
H  -5.56  4.15  -0.44
H  -5.58  2.04  1.38
H  -3.71  -1.45  -1.06
H  -2.20  1.43  -3.20
H  -1.52  -0.08  -2.62
H  -2.47  -0.08  -4.96
H  -4.08  0.10  -4.30
H  -2.34  -2.30  -4.53
H  -2.94  -2.14  -2.91
H  -4.50  -2.51  -5.48
H  -4.44  -3.54  -4.05
H  -6.02  -1.01  -4.50
H  -5.53  -1.37  -2.86
H  -6.69  -3.72  -4.26
H  -7.80  -2.36  -4.17
H  -6.48  -2.79  -1.58
H  -8.20  -2.81  -1.95
H  -8.28  -5.39  -3.62
H  -8.34  -6.26  -2.08
H  -9.25  -4.75  -2.27
H  -3.44  2.58  -1.69
O  10.13  -5.70  -2.73
S  11.32  -4.93  -2.51
O  11.44  -3.66  -3.16
O  12.58  -5.82  -2.85
C  12.59  -6.53  -4.12
C  12.92  -5.62  -5.28
C  11.61  -4.73  -0.79
H  11.62  -7.02  -4.24
H  13.35  -7.29  -3.98
H  12.13  -4.90  -5.47
H  13.05  -6.23  -6.18
H  13.85  -5.08  -5.09
H  11.54  -5.70  -0.31
H  10.84  -4.06  -0.42
H  12.60  -4.29  -0.66
O  -3.69  2.90  6.81
S  -5.06  2.50  6.72
O  -5.41  1.16  7.07
O  -5.58  2.82  5.24
C  -4.75  2.35  4.16
C  -4.92  0.87  3.89
C  -6.14  3.57  7.58
H  -3.71  2.60  4.36
H  -5.07  2.95  3.31
H  -4.53  0.28  4.72
H  -4.39  0.58  2.98
H  -5.98  0.62  3.77
H  -5.90  4.60  7.34
H  -5.97  3.40  8.64
H  -7.17  3.32  7.31
O  12.93  -0.14  -7.15
S  12.49  0.09  -5.80
O  11.44  1.04  -5.58
O  13.75  0.47  -4.91
C  14.63  1.50  -5.42
C  14.08  2.89  -5.20
C  12.09  -1.42  -5.02
H  14.84  1.30  -6.47
H  15.55  1.35  -4.86
H  13.20  3.07  -5.81
H  14.84  3.63  -5.47
H  13.81  3.04  -4.16
H  12.90  -2.13  -5.16
H  11.18  -1.79  -5.49
H  11.92  -1.24  -3.96
O  -10.84  0.60  9.51
S  -9.61  1.03  10.10
O  -8.85  2.06  9.44
O  -8.67  -0.23  10.32
C  -8.54  -1.18  9.23
C  -7.75  -0.59  8.08
C  -9.84  1.47  11.78
H  -9.53  -1.51  8.92
H  -8.03  -2.02  9.69
H  -8.31  0.20  7.58
H  -7.52  -1.37  7.35
H  -6.82  -0.17  8.44
H  -10.38  0.67  12.28
H  -10.43  2.39  11.78
H  -8.87  1.64  12.24
O  -5.77  4.31  11.18
S  -6.16  3.27  12.09
O  -7.37  3.42  12.84
O  -4.96  2.97  13.07
C  -4.35  4.10  13.76
C  -5.18  4.57  14.94
C  -6.18  1.72  11.26
H  -4.19  4.90  13.04
H  -3.39  3.72  14.08
H  -6.12  5.01  14.62
H  -4.62  5.32  15.49
H  -5.40  3.74  15.60
H  -5.25  1.60  10.72
H  -7.03  1.75  10.57
H  -6.32  0.93  11.99
O  -4.06  -3.61  -8.25
S  -2.92  -4.45  -8.06
O  -2.22  -4.38  -6.81
O  -1.91  -4.22  -9.26
C  -1.55  -2.85  -9.59
C  -0.53  -2.27  -8.63
C  -3.31  -6.13  -8.42
H  -2.47  -2.26  -9.62
H  -1.16  -2.92  -10.60
H  -0.95  -2.14  -7.64
H  -0.20  -1.30  -9.01
H  0.33  -2.93  -8.55
H  -3.82  -6.17  -9.38
H  -3.97  -6.46  -7.62
H  -2.39  -6.71  -8.42

HOMO-LUMO gap in eV: 9.26
2S+1: 1
LUMO energy in hartree: -0.08243
Electronic energy in eV: -157132.1004
Total charge: +1
HOMO in eV: -11.50

These are the Löwdin partial charges, in e, on atoms 1 to 4: -0.109, -0.261, -0.210, -0.195

=====

Record 5
Below is a structure of composition C34H36N5O3SSeW, with properties calculated with ωB97M-V/def2-TZVPD.

Positions of all 81 atoms, in Å:
W  1.40  -0.87  -1.07
O  2.41  -2.18  -0.18
C  3.77  -2.34  -0.22
C  4.45  -3.29  0.52
C  5.82  -3.38  0.33
C  6.49  -2.53  -0.55
C  5.80  -1.56  -1.25
C  4.43  -1.44  -1.05
C  3.65  -0.30  -1.57
N  2.96  0.50  -0.74
N  2.72  1.78  -1.11
C  1.58  1.90  -1.72
O  0.92  0.78  -2.03
C  0.99  3.19  -2.06
C  1.59  4.36  -1.60
C  1.01  5.58  -1.89
C  -0.17  5.63  -2.63
C  -0.77  4.47  -3.08
C  -0.19  3.24  -2.80
H  3.91  -3.97  1.17
H  6.38  -4.12  0.88
H  7.56  -2.63  -0.68
H  6.32  -0.88  -1.91
H  3.95  0.15  -2.51
H  2.51  4.31  -1.03
H  1.47  6.50  -1.55
H  -0.62  6.59  -2.85
H  -1.68  4.51  -3.66
H  -0.64  2.32  -3.16
O  1.53  -1.81  -2.86
N  0.53  -2.53  -3.41
C  0.76  -3.03  -4.64
C  -0.20  -3.78  -5.25
C  -1.41  -4.01  -4.58
C  -1.61  -3.48  -3.33
C  -0.61  -2.71  -2.73
S  -0.75  -1.96  -1.17
H  1.73  -2.79  -5.06
H  -0.02  -4.18  -6.24
H  -2.18  -4.60  -5.05
H  -2.53  -3.63  -2.79
C  -0.07  3.89  1.34
C  -1.41  3.32  1.79
C  -2.35  3.03  0.63
C  -2.03  1.74  -0.12
N  -2.19  0.55  0.72
C  -1.23  -0.21  1.25
Se  0.63  0.14  1.12
N  -1.78  -1.21  1.95
C  -1.09  -2.25  2.73
C  -1.14  -1.97  4.23
C  -0.31  -0.77  4.66
C  1.19  -1.05  4.66
C  -3.16  -1.09  1.88
C  -4.19  -1.87  2.41
C  -5.47  -1.47  2.13
C  -5.74  -0.34  1.33
C  -4.73  0.43  0.79
C  -3.43  0.03  1.09
H  0.56  4.15  2.19
H  -0.22  4.80  0.75
H  0.49  3.19  0.72
H  -1.89  4.02  2.48
H  -1.25  2.41  2.38
H  -2.28  3.84  -0.11
H  -3.39  3.01  0.96
H  -1.00  1.75  -0.48
H  -2.68  1.61  -0.99
H  -0.07  -2.30  2.36
H  -1.58  -3.19  2.48
H  -0.78  -2.87  4.73
H  -2.19  -1.85  4.53
H  -0.63  -0.47  5.66
H  -0.54  0.09  4.02
H  1.43  -1.83  5.38
H  1.75  -0.16  4.94
H  1.55  -1.37  3.68
H  -3.99  -2.73  3.03
H  -6.31  -2.03  2.53
H  -6.77  -0.07  1.13
H  -4.94  1.29  0.18

Energy above the lowest of the compared OMol25 structures with the same formula, charge and spin in kJ/mol: 119.0
HOMO-LUMO gap (spin up / spin down) in eV: 6.75 / 6.21
2S+1: 2
LUMO energy (spin up / spin down) in hartree: -0.25339 / -0.28557
Electronic energy in eV: -127430.1517
Total charge: +2
HOMO (spin up / spin down) in eV: -13.65 / -13.98

These are the Löwdin partial charges, in e, on atoms 1 to 4: 1.409, -0.260, -0.281, 0.025

=====

Record 6
Below is an isolated molecule of C4H6ClN, with properties calculated with ωB97M-V/def2-TZVPD.

Positions of all 12 atoms, in Å:
C  0.37  -0.09  -1.36
C  -0.04  0.41  0.01
C  -0.94  -0.56  0.79
Cl  -0.78  2.02  -0.12
C  1.13  0.64  0.98
N  2.14  0.83  1.44
H  0.78  -0.99  -0.98
H  -0.44  -0.39  -2.10
H  1.07  0.48  -1.82
H  -1.95  -0.51  0.60
H  -0.48  -1.55  0.62
H  -0.84  -0.31  1.95

Energy above the lowest of the compared OMol25 structures with the same formula, charge and spin in kJ/mol: 79.2
HOMO-LUMO gap in eV: 11.98
2S+1: 1
LUMO energy in hartree: 0.02728
Electronic energy in eV: -18256.6198
HOMO in eV: -11.23

These are the Löwdin partial charges, in e, on atoms 1 to 4: -0.084, -0.897, -0.100, 0.662

=====

Record 7
Below is a structure of composition C28H33AsCdN2O2STe, with properties calculated with ωB97M-V/def2-TZVPD.

Positions of all 69 atoms, in Å:
Cd  0.02  -0.28  -1.65
O  -0.89  -2.42  -1.50
N  -0.18  -3.37  -0.96
C  1.07  -3.63  -1.39
C  1.82  -4.64  -0.81
C  1.26  -5.42  0.19
C  -0.02  -5.14  0.62
C  -0.74  -4.12  0.03
H  1.46  -2.96  -2.13
H  2.83  -4.81  -1.13
H  1.85  -6.22  0.69
H  -0.49  -5.71  1.43
H  -1.71  -3.83  0.36
C  -2.07  4.28  -3.01
Te  -0.75  2.62  -2.45
C  -2.03  2.45  -0.75
C  -2.86  3.72  -0.71
C  -3.61  4.03  0.41
C  -4.42  5.16  0.46
C  -4.50  5.99  -0.66
C  -3.77  5.65  -1.80
C  -2.90  4.56  -1.80
H  -2.66  3.90  -3.86
H  -1.44  5.11  -3.32
H  -1.44  2.28  0.14
H  -2.67  1.59  -0.87
H  -3.55  3.35  1.23
H  -4.99  5.40  1.34
H  -5.16  6.85  -0.70
H  -3.79  6.26  -2.67
C  1.85  1.14  -4.79
As  2.59  -0.41  -4.00
C  4.41  -0.17  -3.65
C  2.33  -1.83  -5.24
O  1.98  -0.92  -2.51
H  2.42  1.42  -5.66
H  1.84  1.95  -4.03
H  0.82  0.95  -5.11
H  4.98  0.14  -4.49
H  4.74  -1.12  -3.23
H  4.46  0.56  -2.84
H  2.78  -1.54  -6.18
H  1.25  -1.98  -5.39
H  2.77  -2.73  -4.89
N  0.54  -0.05  0.66
S  0.49  -1.19  1.79
C  1.72  -0.78  3.01
C  1.59  0.31  3.89
C  2.63  0.65  4.74
C  3.77  -0.12  4.78
C  3.88  -1.24  3.99
C  2.87  -1.57  3.11
C  -1.00  -1.02  2.77
C  -1.14  -1.68  3.98
C  -2.34  -1.69  4.65
C  -3.41  -0.98  4.13
C  -3.29  -0.35  2.89
C  -2.09  -0.39  2.19
H  0.61  0.87  1.05
H  0.65  0.84  3.94
H  2.48  1.48  5.41
H  4.61  0.15  5.40
H  4.73  -1.91  4.08
H  3.00  -2.40  2.44
H  -0.31  -2.22  4.42
H  -2.40  -2.19  5.60
H  -4.33  -0.93  4.71
H  -4.12  0.21  2.48
H  -2.00  0.06  1.21

Energy above the lowest of the compared OMol25 structures with the same formula, charge and spin in kJ/mol: 0.0
HOMO-LUMO gap (spin up / spin down) in eV: 5.62 / 7.13
2S+1: 2
LUMO energy (spin up / spin down) in hartree: -0.08221 / -0.09698
Electronic energy in eV: -120168.6394
Total charge: +1
HOMO (spin up / spin down) in eV: -7.86 / -9.77

These are the Löwdin partial charges, in e, on atoms 1 to 4: 1.114, -0.263, -0.225, -0.022

=====

Record 8
Below is an isolated molecule of C3H7FSi, with properties calculated with ωB97M-V/def2-TZVPD.

Positions of all 12 atoms, in Å:
C  -1.70  -0.84  1.36
C  -0.90  0.13  0.93
Si  0.82  0.33  0.23
C  0.23  0.55  -1.61
F  1.00  1.41  -2.43
H  -2.73  -0.65  1.57
H  -1.54  -1.88  1.18
H  -1.42  1.02  0.88
H  1.97  -0.65  0.20
H  1.37  1.56  0.68
H  0.11  -0.42  -2.05
H  -0.71  1.14  -1.47

Energy above the lowest of the compared OMol25 structures with the same formula, charge and spin in kJ/mol: 6.6
HOMO-LUMO gap in eV: 11.02
2S+1: 1
LUMO energy in hartree: 0.03620
Electronic energy in eV: -13817.5049
HOMO in eV: -10.03

These are the Löwdin partial charges, in e, on atoms 1 to 4: -0.051, -0.313, 0.696, -0.323